Here is C28H43GeN2O5Pt as an isolated structure from the OMol25 dataset. Energies are from ωB97M-V with the def2-TZVPD basis set.

Last column: Löwdin charge in e.
Geometry (Å):
O -2.843 4.478 -0.760  0.02
H -3.048 2.816 1.847  0.13
C 1.779 0.974 -3.418  -0.29
C -0.164 -0.335 -4.254  -0.29
H -1.075 -0.309 -4.866  0.14
H 2.322 0.587 -1.363  0.11
C -3.469 1.806 1.839  -0.12
H 2.733 -2.194 -4.350  0.14
C 0.224 3.921 2.850  -0.20
C -2.732 1.009 2.957  -0.70
C -3.670 2.243 -0.460  -0.11
H -1.055 -1.648 -2.771  0.13
H 3.019 0.187 -5.007  0.11
H 3.654 -0.106 -3.384  0.12
O -1.366 2.830 -0.739  -0.15
H 0.751 1.364 -1.543  0.08
H 0.771 1.312 -5.295  0.12
C -2.536 3.301 -0.651  -0.70
H 2.766 -5.433 2.192  0.06
C 1.245 1.317 1.176  -0.12
O -2.682 -1.803 -0.627  -0.08
C 3.367 3.511 2.284  -0.22
H -0.163 1.783 -3.862  0.12
C -0.672 -2.267 3.938  -0.04
C 1.422 0.611 -1.979  -0.11
H 2.069 -3.124 -0.590  0.07
H 2.613 -1.830 -1.946  0.11
C 1.490 -2.928 0.291  -0.01
H -5.113 0.224 0.400  0.13
C 1.855 1.561 4.333  -0.19
H 3.628 4.079 3.171  0.01
H 3.275 4.201 1.451  0.01
H 1.070 -1.107 -5.849  0.11
H 0.900 1.153 4.635  0.01
H -4.588 2.758 -0.140  0.13
H -0.875 -0.931 1.652  0.05
H -3.858 1.795 -1.439  0.12
H -3.434 -0.205 -1.692  0.10
C -0.151 -1.741 1.575  -0.05
N 0.206 -0.970 -0.586  -0.01
C 1.696 -3.766 1.369  -0.30
C 0.514 1.032 -4.270  -0.12
Ge 1.621 2.536 2.594  0.78
N -3.254 1.228 0.511  -0.22
H -0.407 -2.970 4.725  0.07
H 0.320 -2.359 -4.854  0.12
C -4.032 -0.011 0.399  -0.15
H 2.269 1.953 -3.426  0.14
H 0.030 4.446 1.919  0.02
H 2.013 0.587 0.935  0.00
H -4.543 1.863 2.082  0.13
H 2.204 2.249 5.096  0.01
C 2.046 -1.430 -3.957  -0.30
H 4.180 2.824 2.067  0.00
H 3.680 -4.488 1.004  0.07
C 0.794 -1.376 -4.826  -0.13
C 2.739 -0.071 -3.982  -0.13
Pt -0.728 1.031 0.510  1.11
C 0.549 -1.870 0.346  -0.30
H -3.815 -0.625 1.279  0.13
C -3.693 -0.856 -0.843  -0.25
C 2.696 -4.884 1.254  -0.07
C 1.002 -3.576 2.559  -0.05
C 0.076 -2.539 2.670  -0.28
H 0.510 4.649 3.607  0.02
O -1.488 0.913 2.786  -0.13
O -3.394 0.578 3.890  0.02
H -0.695 3.437 3.165  0.00
C -0.530 -0.690 -2.818  -0.09
H 2.562 0.742 4.257  0.01
C 0.720 -0.764 -1.918  -0.45
H -4.578 -1.441 -1.121  0.12
H 2.405 -5.582 0.470  0.07
H -1.175 0.090 -2.404  0.10
C 1.683 -1.802 -2.517  -0.09
H 1.174 -4.243 3.392  0.09
H -1.745 -2.317 3.761  0.08
H 1.216 -2.790 -2.512  0.13
H -0.457 -1.253 4.268  0.07
H -1.830 -1.347 -0.487  0.02

Calculated values
HOMO (alpha / beta)	-3.99 / -3.96	eV
frontier orbital gap (alpha / beta)	4.533 / 4.440	eV
LUMO energy (alpha / beta)	0.5 / 0.5	eV
charge	-1
largest force on an atom	0.104	Eh/bohr